1.
DFT (the ωB97M-V functional and the def2-TZVPD basis) results for a molecular structure, C50H55BrF5N4O2PPbSSbSi3.

Computed properties:
ΔE to the lowest compared entry with this formula, charge and spin (kcal/mol): 81.8
Kohn-Sham gap (alpha / beta) (eV): 4.435 / 4.429
HOMO (alpha / beta) (eV): -0.58 / -0.58
E (eV): -201972.546
Lowest unoccupied orbital energy (alpha / beta) (eV): 3.8548 / 3.8484

Geometry as ORCA input:
```
! RIJCOSX wB97M-V def2-TZVPD def2/J DEFGRID3
* xyz -2 2
Pb -0.64 0.90 0.53
Br -3.28 7.82 -2.08
C -2.50 6.41 -1.07
C -2.26 5.18 -1.68
C -1.70 4.14 -0.97
C -1.33 4.28 0.41
C -1.59 5.56 0.97
C -2.16 6.59 0.25
N -0.80 3.24 1.08
C -0.30 3.46 2.37
C 0.03 2.43 3.19
C 0.53 2.63 4.54
C 0.65 1.58 5.39
C 0.34 0.25 4.94
C 0.00 0.09 3.63
N -0.12 1.11 2.74
H -2.53 5.03 -2.72
H -0.54 2.59 -1.61
H -1.38 5.73 2.02
H -2.35 7.54 0.74
H -0.12 4.47 2.72
H 0.75 3.64 4.86
H 0.99 1.75 6.40
H 0.42 -0.60 5.60
H -0.21 -0.89 3.21
O 1.51 -0.61 -0.98
N 1.90 -0.04 -2.07
C 2.17 -0.79 -3.17
C 2.54 -0.24 -4.36
C 2.65 1.15 -4.45
C 2.39 1.91 -3.33
C 2.01 1.33 -2.11
S 1.68 2.24 -0.69
H 2.05 -1.85 -3.00
H 2.73 -0.89 -5.21
H 2.92 1.63 -5.38
H 2.46 2.99 -3.36
F -6.36 -3.56 3.00
C -5.15 -3.08 2.64
C -3.99 -3.81 2.85
F -4.09 -5.03 3.43
C -2.76 -3.33 2.48
F -1.68 -4.10 2.72
C -2.57 -2.07 1.84
O -1.43 -1.64 1.48
C -3.78 -1.35 1.68
F -3.72 -0.10 1.15
C -5.02 -1.83 2.05
F -6.12 -1.08 1.85
C 1.39 -3.42 4.85
Si 2.17 -4.09 3.27
C 3.73 -5.01 3.80
C 1.02 -5.39 2.54
Sb 2.19 -2.18 1.56
Si 4.22 -0.86 2.40
C 5.63 -1.88 3.12
C 3.65 0.33 3.73
C 4.90 0.18 1.00
Si 3.38 -3.48 -0.28
C 4.51 -4.91 0.22
C 2.00 -4.23 -1.33
C 4.45 -2.38 -1.37
H 1.18 -4.24 5.54
H 0.45 -2.91 4.63
H 2.05 -2.70 5.34
H 3.43 -5.82 4.47
H 4.42 -4.36 4.35
H 4.28 -5.44 2.97
H 0.68 -6.09 3.31
H 1.53 -5.96 1.76
H 0.14 -4.92 2.10
H 5.32 -2.40 4.03
H 6.46 -1.21 3.39
H 6.01 -2.63 2.42
H 3.26 -0.18 4.61
H 2.84 0.97 3.36
H 4.48 0.96 4.03
H 5.47 -0.40 0.27
H 5.56 0.95 1.41
H 4.09 0.68 0.47
H 3.93 -5.78 0.55
H 5.18 -4.63 1.03
H 5.11 -5.21 -0.64
H 1.60 -5.14 -0.86
H 2.35 -4.49 -2.33
H 1.17 -3.52 -1.43
H 5.47 -2.34 -0.97
H 4.08 -1.36 -1.45
H 4.51 -2.82 -2.38
N -1.53 2.86 -1.56
P -2.49 2.25 -2.81
C -4.17 2.65 -2.03
C -5.24 2.79 -2.90
C -6.51 3.10 -2.43
C -6.71 3.29 -1.07
C -5.64 3.16 -0.19
C -4.37 2.84 -0.66
C -1.33 2.50 -4.24
C -1.55 1.80 -5.44
C -0.87 2.13 -6.59
C 0.04 3.19 -6.60
C 0.26 3.90 -5.43
C -0.41 3.56 -4.26
C -2.49 0.44 -2.64
C -1.32 -0.28 -2.92
C -1.28 -1.65 -2.67
C -2.38 -2.30 -2.14
C -3.53 -1.59 -1.87
C -3.59 -0.23 -2.12
H -5.07 2.66 -3.97
H -7.34 3.20 -3.12
H -7.69 3.54 -0.69
H -5.79 3.30 0.87
H -3.56 2.72 0.04
H -2.26 0.98 -5.45
H -1.04 1.55 -7.50
H 0.57 3.45 -7.51
H 0.96 4.72 -5.41
H -0.20 4.11 -3.35
H -0.44 0.22 -3.30
H -0.36 -2.19 -2.86
H -2.32 -3.36 -1.91
H -4.39 -2.09 -1.43
H -4.49 0.31 -1.87
*
```

---

2.
DFT (the ωB97M-V functional and the def2-TZVPD basis) results for C2HN3O2 in the gas phase at a distorted geometry.

Computed properties:
ΔE to the lowest compared entry with this formula, charge and spin (kcal/mol): 164.3
Kohn-Sham gap (eV): 10.201
SMILES string: [H]/N=c1\oon1C#N
HOMO (eV): -10.24
E (eV): -10648.873
Lowest unoccupied orbital energy (eV): -0.0340

Geometry as ORCA input:
```
! RIJCOSX wB97M-V def2-TZVPD def2/J DEFGRID3
* xyz 0 1
C -1.67 0.84 0.02
C 0.72 -0.15 0.08
N -2.50 1.62 -0.15
N 1.70 0.55 0.11
N -0.67 -0.04 0.12
O 0.59 -1.53 -0.15
O -0.78 -1.49 0.04
H 2.61 0.20 -0.06
*
```

---

3.
DFT (the ωB97M-V functional and the def2-TZVPD basis) results for 2 unconnected molecules or ions with the total composition C4H4O2 at a distorted geometry.

Computed properties:
ΔE to the lowest compared entry with this formula, charge and spin (kcal/mol): 89.8
Kohn-Sham gap (eV): 8.938
SMILES string: C=C=C=O.C=O
HOMO (eV): -9.39
E (eV): -8303.182
Lowest unoccupied orbital energy (eV): -0.4519

Geometry as ORCA input:
```
! RIJCOSX wB97M-V def2-TZVPD def2/J DEFGRID3
* xyz 0 1
O -1.30 0.27 0.92
C -1.26 0.30 -0.32
C 0.54 -0.42 -1.14
O 0.42 -0.82 -2.24
C 1.35 -0.26 -0.06
C 1.22 0.00 1.19
H 0.03 0.24 1.34
H -1.18 1.27 -0.83
H -1.76 -0.49 -0.88
H 1.93 -0.08 2.02
*
```

---

4.
DFT (the ωB97M-V functional and the def2-TZVPD basis) results for 3 unconnected molecules or ions with the total composition C2H2N2O3 at a distorted geometry.

Computed properties:
ΔE to the lowest compared entry with this formula, charge and spin (kcal/mol): 102.1
Kohn-Sham gap (alpha / beta) (eV): 7.358 / 7.349
HOMO (alpha / beta) (eV): -7.26 / -7.27
E (eV): -11224.380
Lowest unoccupied orbital energy (alpha / beta) (eV): 0.0979 / 0.0793

Geometry as ORCA input:
```
! RIJCOSX wB97M-V def2-TZVPD def2/J DEFGRID3
* xyz 0 1
C -0.35 -0.49 1.21
C -3.45 1.02 -0.53
N 0.43 -0.23 0.31
N -2.21 -1.55 0.34
O -2.03 -2.58 -0.15
O -3.35 0.29 -1.42
O -3.72 1.84 0.25
H -0.55 -0.22 2.26
H 1.43 0.03 0.50
*
```

---

5.
DFT (the ωB97M-V functional and the def2-TZVPD basis) results for a molecular structure, C34H49CsN6O6SSi at a distorted geometry.

Computed properties:
Kohn-Sham gap (eV): 5.637
HOMO (eV): -1.80
E (eV): -76546.890
Lowest unoccupied orbital energy (eV): 3.8369

Geometry as ORCA input:
```
! RIJCOSX wB97M-V def2-TZVPD def2/J DEFGRID3
* xyz -2 1
Cs -0.92 2.25 2.01
O -3.67 4.81 2.78
C -2.50 4.91 2.37
N -1.34 4.77 2.99
C -1.38 4.67 4.40
C -2.02 5.69 5.13
C -2.00 5.74 6.51
C -1.32 4.75 7.21
C -0.68 3.74 6.52
C -0.68 3.67 5.12
N 0.11 2.69 4.49
C -0.02 1.43 4.86
O -0.88 0.88 5.58
C 1.03 0.47 4.28
C 1.61 -0.46 5.14
C 2.58 -1.31 4.65
C 2.91 -1.25 3.30
C 2.25 -0.33 2.51
N 1.34 0.52 2.99
C -2.40 5.25 0.87
C -3.20 6.30 0.40
C -3.15 6.63 -0.94
C -2.34 5.89 -1.79
C -1.62 4.84 -1.24
N -1.63 4.54 0.05
H -2.55 6.44 4.56
H -2.50 6.54 7.03
H -1.28 4.77 8.30
H -0.15 2.96 7.06
H 1.28 -0.49 6.17
H 3.06 -2.03 5.30
H 3.65 -1.91 2.86
H 2.41 -0.29 1.44
H -3.84 6.81 1.10
H -3.75 7.45 -1.32
H -2.28 6.09 -2.85
H -1.01 4.20 -1.87
C -5.64 -1.32 2.17
N -5.36 0.09 2.34
C -5.47 0.62 3.70
C -4.33 0.59 1.64
N -3.43 1.10 1.14
H -6.69 -1.51 2.41
H -5.02 -1.94 2.83
H -5.46 -1.61 1.14
H -6.50 0.54 4.03
H -5.18 1.67 3.70
H -4.81 0.09 4.39
C 1.41 2.54 -2.34
O 0.30 1.89 -2.90
H 1.72 3.36 -3.00
H 2.26 1.87 -2.19
H 1.18 3.00 -1.36
H 0.26 1.00 -2.48
C 4.70 -3.39 -3.17
C 4.15 -2.83 -1.86
C 4.44 -1.34 -1.74
C 4.78 -3.58 -0.69
O 2.75 -3.08 -1.76
Si 1.42 -2.31 -2.40
S 0.61 -0.92 -1.16
O 1.96 -1.78 -3.89
C 1.28 -1.60 -5.13
C 2.06 -0.51 -5.87
C 1.34 -2.91 -5.91
C -0.17 -1.16 -4.94
O 0.43 -3.58 -2.84
C -0.11 -4.67 -2.09
C 0.70 -5.91 -2.46
C -0.07 -4.45 -0.58
C -1.56 -4.83 -2.55
H 5.79 -3.31 -3.20
H 4.28 -2.85 -4.02
H 4.42 -4.44 -3.27
H 5.52 -1.15 -1.79
H 4.07 -0.95 -0.79
H 3.96 -0.79 -2.55
H 5.86 -3.42 -0.64
H 4.59 -4.65 -0.79
H 4.33 -3.24 0.24
H 3.10 -0.82 -5.96
H 2.02 0.42 -5.30
H 1.65 -0.33 -6.86
H 2.39 -3.21 -6.06
H 0.87 -2.81 -6.89
H 0.84 -3.70 -5.35
H -0.21 -0.22 -4.39
H -0.73 -1.91 -4.39
H -0.64 -1.01 -5.92
H 1.74 -5.76 -2.16
H 0.67 -6.07 -3.54
H 0.31 -6.80 -1.95
H 0.96 -4.32 -0.24
H -0.50 -5.31 -0.06
H -0.62 -3.55 -0.31
H -1.59 -4.97 -3.63
H -2.12 -3.92 -2.30
H -2.04 -5.68 -2.06
*
```

---

6.
DFT (the ωB97M-V functional and the def2-TZVPD basis) results for 4 unconnected molecules or ions with the total composition C6H4F18N4O12S6 at a distorted geometry.

Computed properties:
ΔE to the lowest compared entry with this formula, charge and spin (kcal/mol): 30.5
Kohn-Sham gap (eV): 9.664
HOMO (eV): -5.20
E (eV): -150743.466
Lowest unoccupied orbital energy (eV): 4.4645

Geometry as ORCA input:
```
! RIJCOSX wB97M-V def2-TZVPD def2/J DEFGRID3
* xyz -2 1
N 0.28 0.12 -0.23
H 0.87 0.89 -0.57
H -0.68 0.31 -0.62
H 0.36 0.29 0.80
H 0.63 -0.78 -0.64
C 0.42 -3.97 1.02
F -0.85 -4.27 1.30
F 0.75 -2.84 1.64
F 1.14 -4.99 1.47
S 0.69 -3.79 -0.87
O 1.40 -4.99 -1.26
O -0.62 -3.71 -1.47
N 1.49 -2.34 -0.95
S 2.73 -2.60 -1.87
O 3.76 -3.40 -1.21
O 2.47 -2.97 -3.25
C 3.44 -0.85 -1.99
F 3.98 -0.45 -0.84
F 4.47 -1.02 -2.84
F 2.64 0.10 -2.44
C -1.95 -0.15 2.82
F -1.72 -1.14 1.98
F -2.52 0.87 2.21
F -2.76 -0.61 3.78
S -0.37 0.37 3.78
O -0.92 1.35 4.69
O 0.26 -0.83 4.26
N 0.56 0.98 2.49
S 1.40 2.09 3.18
O 0.71 3.34 3.44
O 2.23 1.58 4.25
C 2.61 2.58 1.84
F 3.38 1.56 1.42
F 1.94 3.07 0.80
F 3.44 3.52 2.34
C -0.44 3.16 -2.67
F -0.33 4.43 -2.94
F -0.72 2.50 -3.78
F 0.70 2.66 -2.17
S -1.81 2.92 -1.39
O -1.25 3.32 -0.12
O -2.95 3.69 -1.88
N -1.98 1.19 -1.40
S -3.46 0.96 -1.83
O -4.39 1.56 -0.89
O -3.79 1.21 -3.23
C -3.76 -0.90 -1.57
F -3.42 -1.56 -2.66
F -3.01 -1.35 -0.57
F -5.05 -1.09 -1.36
*
```

---

7.
DFT (the ωB97M-V functional and the def2-TZVPD basis) results for a molecular structure, C3H3MgO3 at a distorted geometry.

Computed properties:
ΔE to the lowest compared entry with this formula, charge and spin (kcal/mol): 32.5
Kohn-Sham gap (alpha / beta) (eV): 8.426 / 8.278
HOMO (alpha / beta) (eV): -8.12 / -8.74
E (eV): -14742.314
Lowest unoccupied orbital energy (alpha / beta) (eV): 0.3077 / -0.4607

Geometry as ORCA input:
```
! RIJCOSX wB97M-V def2-TZVPD def2/J DEFGRID3
* xyz 0 2
H 0.82 -3.28 0.85
O -1.77 -1.01 -0.06
C -1.66 0.26 -0.24
C -0.43 0.85 -0.37
O 0.76 -0.04 -0.21
C 0.86 1.29 0.22
O 2.05 1.80 -0.08
Mg -0.04 -1.87 0.36
H -2.56 0.89 -0.30
H 2.72 1.47 0.53
*
```

---

8.
DFT (the ωB97M-V functional and the def2-TZVPD basis) results for a molecular structure, C24H20As4CrF24N4O8 at a distorted geometry.

Computed properties:
Kohn-Sham gap (alpha / beta) (eV): 6.789 / 8.349
HOMO (alpha / beta) (eV): -7.93 / -7.93
E (eV): -384554.217
Lowest unoccupied orbital energy (alpha / beta) (eV): -1.1457 / 0.4139

Geometry as ORCA input:
```
! RIJCOSX wB97M-V def2-TZVPD def2/J DEFGRID3
* xyz -1 4
Cr 0.41 0.47 -0.39
As 2.58 0.19 2.73
F 3.63 1.35 2.10
F 1.46 0.50 1.24
F 1.40 -1.00 3.19
F 3.51 -0.05 4.15
F 1.63 1.37 3.50
F 3.37 -1.03 1.83
As 0.97 4.21 0.32
F 2.65 4.15 0.32
F 0.99 2.43 -0.18
F -0.75 4.13 0.30
F 0.94 5.86 0.77
F 0.96 4.59 -1.35
F 0.90 3.68 1.94
As -2.05 -2.15 0.58
F -0.69 -0.92 0.32
F -3.04 -0.84 1.05
F -3.24 -3.33 0.84
F -0.92 -3.33 0.06
F -1.52 -2.26 2.21
F -2.49 -1.87 -1.06
As 3.70 0.90 -2.23
F 2.95 0.23 -3.63
F 1.98 0.76 -1.48
F 4.18 1.62 -0.78
F 5.23 0.93 -2.96
F 3.28 2.44 -2.84
F 4.01 -0.64 -1.57
C -2.51 1.28 6.33
C -2.94 2.43 5.69
C -2.70 2.62 4.34
C -1.95 1.67 3.67
C -1.34 0.60 4.31
C -1.78 0.34 5.60
N -1.77 1.84 2.23
O -2.51 2.58 1.64
O -0.89 1.17 1.72
H -2.77 0.99 7.33
H -3.48 3.17 6.27
H -3.02 3.53 3.86
H -0.71 -0.06 3.74
H -1.47 -0.59 6.07
C 2.32 -5.93 2.18
C 1.74 -4.71 2.46
C 1.72 -3.66 1.56
C 2.19 -3.94 0.29
C 2.73 -5.14 -0.06
C 2.81 -6.13 0.90
N 2.06 -2.90 -0.73
O 2.38 -3.19 -1.87
O 1.65 -1.81 -0.41
H 2.35 -6.65 2.99
H 1.35 -4.50 3.45
H 1.36 -2.69 1.84
H 2.99 -5.39 -1.08
H 3.07 -7.13 0.55
C -3.03 6.07 -2.35
C -1.96 5.36 -2.87
C -1.76 4.05 -2.50
C -2.65 3.45 -1.63
C -3.75 4.11 -1.14
C -3.95 5.42 -1.52
N -2.40 2.09 -1.20
O -3.34 1.39 -0.93
O -1.22 1.72 -1.17
H -3.15 7.12 -2.59
H -1.22 5.77 -3.54
H -0.94 3.48 -2.93
H -4.47 3.57 -0.55
H -4.78 6.03 -1.20
C 0.56 -4.49 -4.92
C -0.56 -4.40 -4.11
C -0.83 -3.20 -3.46
C -0.05 -2.11 -3.76
C 1.14 -2.20 -4.43
C 1.41 -3.40 -5.07
N -0.51 -0.78 -3.32
O -0.14 -0.43 -2.20
O -1.25 -0.14 -4.01
H 0.77 -5.39 -5.47
H -1.21 -5.25 -3.99
H -1.65 -3.20 -2.75
H 1.75 -1.34 -4.62
H 2.32 -3.50 -5.63
*
```